1.
A molecular structure, C16H19N10OSTl. Source: the OMol25 dataset; level of theory: ωB97M-V/def2-TZVPD.

* highest occupied orbital energy: -13.680 eV
* maximum force: 0.67 eV/Å
* LUMO: -0.218 hartree
* HOMO-LUMO gap: 7.76 eV
* energy: -49364.984 eV
* charge: +2
* ΔE to the lowest compared entry with this formula, charge and spin: 13.10 kcal per mole

```
48
Properties=species:S:1:pos:R:3:forces:R:3
Tl 0.699466 0.108774 0.659508 0.33 -0.26 0.52
N 3.030584 -3.094190 2.878529 -0.04 0.14 0.13
C 2.624254 -2.163617 2.007505 0.11 -0.23 -0.17
S 2.205074 -0.598661 2.639527 -0.14 0.17 -0.16
N 2.601461 -2.537710 0.742737 -0.09 -0.17 0.07
N 2.170267 -1.600250 -0.102458 -0.25 0.20 -0.13
C 2.409018 -1.677437 -1.346617 0.12 -0.08 -0.18
C 2.037721 -0.550710 -2.213271 0.02 -0.01 -0.01
C 2.419158 -0.547869 -3.546468 0.00 -0.06 -0.04
C 2.169793 0.575006 -4.316666 0.01 0.02 -0.06
C 1.548138 1.667125 -3.731928 -0.01 0.00 -0.02
C 1.179850 1.581583 -2.401530 0.01 -0.08 0.05
N 1.411605 0.496077 -1.658737 0.00 0.20 0.08
H 3.213563 -2.856210 3.837835 -0.02 -0.02 -0.01
H 3.362077 -3.975404 2.518214 0.04 0.01 -0.02
H 2.965779 -2.512413 -1.763458 0.03 0.03 0.02
H 2.919981 -1.413746 -3.959270 0.00 0.02 0.00
H 2.468373 0.605270 -5.356411 0.00 -0.02 0.02
H 1.354451 2.571772 -4.291036 0.00 -0.01 0.02
H 0.688153 2.410182 -1.908103 0.02 -0.01 -0.01
N -2.911957 -0.877915 -1.697914 -0.07 -0.03 -0.06
C -2.627607 -2.219652 -1.606884 0.03 0.03 0.02
C -1.488189 -2.310007 -0.866962 0.04 0.03 0.00
N -1.084427 -1.046976 -0.511829 0.20 -0.07 -0.06
C -1.954897 -0.206239 -1.025551 -0.11 0.03 0.00
C -1.826673 1.226502 -0.805401 -0.14 0.03 0.06
N -0.864147 1.720713 -0.051146 0.10 -0.07 -0.05
C -1.025053 3.087328 -0.028196 0.00 -0.04 0.07
C -2.112647 3.412837 -0.776395 0.01 -0.06 -0.01
N -2.609612 2.223461 -1.259857 -0.01 0.07 -0.09
H -3.712226 -0.493226 -2.174128 0.02 -0.01 0.00
H -3.242057 -2.974037 -2.067074 -0.01 0.04 0.01
H -0.944659 -3.192718 -0.573197 0.01 0.04 -0.02
H -0.359286 3.729675 0.521775 0.01 -0.04 -0.02
H -2.566326 4.362462 -1.000683 -0.01 -0.03 -0.01
H -3.403392 2.142276 -1.875412 -0.02 -0.01 0.04
N -2.066023 -1.006317 4.039931 -0.04 -0.01 0.08
C -2.372269 0.332807 4.062587 0.02 -0.08 -0.02
C -1.688845 0.879318 3.023722 0.07 -0.07 -0.10
N -0.973997 -0.112386 2.379048 -0.19 0.16 0.02
C -1.222279 -1.234673 3.020411 -0.06 0.14 0.04
H -2.403465 -1.697928 4.690971 0.00 0.00 -0.02
H -3.032558 0.763793 4.794612 0.02 -0.02 -0.01
H -1.664764 1.905460 2.696527 -0.02 -0.03 0.01
H -0.811093 -2.203081 2.785703 0.00 0.01 0.04
O 1.550471 2.387287 1.599750 -0.03 0.05 -0.06
H 2.495224 2.535252 1.457191 0.01 0.02 0.03
H 1.443997 2.378400 2.560490 0.05 0.06 0.01
```
Forces are in eV/Å.

2.
C16H19N2O7PS in the gas phase at a distorted geometry. Source: the OMol25 dataset; level of theory: ωB97M-V/def2-TZVPD.

* SMILES: O=C1Nc2ccc(S(=O)(=O)NCCCCCOP(=O)(O)O)c3cccc1c23
* highest occupied orbital energy: -8.610 eV
* maximum force: 4.34 eV/Å
* LUMO: -0.032 hartree
* HOMO-LUMO gap: 7.75 eV
* energy: -54339.707 eV
* charge: 0
* ΔE to the lowest compared entry with this formula, charge and spin: 0.00 kcal per mole

```
46
Properties=species:S:1:pos:R:3:forces:R:3
O 3.381924 -1.420620 -3.661021 -0.83 -0.32 0.77
O -0.169805 -4.434921 -0.424648 -0.61 0.63 -0.12
O 0.993058 3.865795 1.884498 0.97 -2.44 -0.56
O 1.419622 2.125967 3.629334 -0.06 0.08 -2.21
O -2.297332 -4.875644 0.732133 -1.60 0.03 0.01
O -2.304670 -4.158390 -1.714925 -0.75 0.55 0.96
O -1.620514 -2.468719 0.283753 -1.44 -0.83 -1.75
C 2.832288 -1.053210 -2.627650 2.53 -1.06 -3.36
C 3.041072 2.720451 -1.890061 -0.35 -0.77 0.32
C 3.212483 1.556224 -2.683021 0.55 -0.50 -0.39
C 1.461115 -1.282665 0.652651 0.25 0.13 -0.05
C 1.213804 -0.193361 1.500010 -0.31 1.67 0.13
C 2.421377 2.667419 -0.640953 0.88 0.11 -1.39
C 2.804952 0.329604 -2.199294 -0.23 1.94 -0.03
C 1.950060 -1.002393 -0.593619 -0.44 -1.30 0.81
C 1.423638 1.139128 1.092954 -0.37 -0.43 1.53
C 2.230564 0.298479 -0.964489 -0.61 1.41 1.51
C 2.010367 1.414715 -0.142425 0.00 0.29 -0.51
N 2.299170 -1.844632 -1.646964 -0.48 0.15 0.92
N -0.700112 2.114278 2.398655 0.72 -0.20 -0.37
C -2.222939 -1.543748 -0.673997 0.27 0.91 -0.12
C -1.460400 2.556531 1.234703 -1.22 -0.52 -0.01
C -1.978895 -0.118334 -0.250300 -0.41 -0.10 -0.16
C -2.777118 1.774275 1.244453 0.37 -0.62 0.25
C -2.584492 0.232959 1.100412 -0.01 0.57 0.46
P -1.578829 -3.965333 -0.315892 4.13 -0.15 0.33
S 0.928743 2.439761 2.275720 -0.60 1.35 2.80
H -1.779247 -4.731421 1.519948 0.16 -0.39 0.99
H -1.942803 -5.026215 -1.935321 -0.04 -0.26 -0.76
H 3.436218 3.650314 -2.279698 -0.14 0.04 0.13
H 3.756878 1.597978 -3.622828 -0.22 0.15 0.02
H 1.307304 -2.292949 0.971306 -0.22 -0.34 0.17
H 0.790281 -0.328393 2.490789 0.10 -0.19 -0.11
H 2.353608 3.580705 -0.081031 -0.26 0.07 0.35
H 2.370925 -2.853135 -1.567627 -0.09 0.32 -0.32
H -0.987263 2.612224 3.242463 0.02 -0.22 -0.07
H -3.289863 -1.707090 -0.798821 -0.22 -0.33 0.36
H -1.782612 -1.682751 -1.656636 0.26 -0.22 -0.10
H -1.719015 3.606048 1.327025 0.31 0.33 -0.30
H -0.931308 2.372784 0.287363 0.12 0.14 0.46
H -2.422971 0.488171 -1.061362 0.18 -0.02 0.32
H -0.909604 0.066957 -0.231451 0.21 0.11 -0.13
H -3.425424 2.186037 0.480110 -0.15 -0.18 -0.48
H -3.290229 2.019093 2.172796 -0.02 -0.18 0.28
H -1.911295 -0.164009 1.894788 -0.49 0.46 -0.40
H -3.552716 -0.267968 1.248170 0.15 0.12 -0.17
```
Forces are in eV/Å.

3.
C16H19N3 in the gas phase at a distorted geometry. Source: the OMol25 dataset; level of theory: ωB97M-V/def2-TZVPD.

* SMILES: CCN1CCn2c3c(c4ccccc42)CCCN=C31
* highest occupied orbital energy: -7.672 eV
* maximum force: 2.95 eV/Å
* LUMO: 0.027 hartree
* HOMO-LUMO gap: 8.41 eV
* energy: -21370.308 eV
* charge: 0
* ΔE to the lowest compared entry with this formula, charge and spin: 0.00 kcal per mole

```
38
Properties=species:S:1:pos:R:3:forces:R:3
N 1.911335 -1.746299 0.851295 -0.37 0.10 -0.45
C 1.107133 -0.747841 1.035604 2.05 -1.07 -0.83
C -0.278805 -0.620790 0.536338 0.55 -0.04 0.54
C -1.121489 -1.601540 0.098605 -0.38 0.12 -0.28
C -4.716391 -0.640580 -0.553417 0.77 -0.40 -0.02
C -4.610174 0.714948 -0.179459 1.73 0.44 0.43
C -3.575810 -1.503137 -0.545731 -2.00 2.16 -0.10
C -3.351909 1.287270 0.195948 -1.13 -0.55 -0.01
C -2.393185 -0.923708 -0.109822 0.72 -2.22 -0.23
C -2.264707 0.402697 0.249653 0.52 1.75 0.41
N -0.923190 0.614497 0.621295 -0.71 -0.52 -0.52
N 1.688525 0.329938 1.683845 -0.30 0.25 1.88
C 4.155579 0.658127 1.903502 0.11 -0.21 -0.04
C 1.591942 -2.936473 0.055766 0.15 0.16 1.49
C -0.932198 -3.100997 -0.121114 0.42 1.16 0.79
C 2.924798 0.130201 2.573312 -0.84 -0.54 -1.85
C -0.371866 1.731070 1.360700 0.17 -0.27 0.32
C 1.164419 1.676315 1.388915 0.06 -0.97 -0.23
C 0.337383 -3.627050 0.569522 -0.97 -0.50 -0.38
H -5.703833 -0.991615 -0.858188 0.37 -0.11 0.04
H -5.475121 1.375658 -0.155564 0.08 -0.31 -0.15
H -3.639667 -2.511460 -0.922044 0.03 -0.14 0.19
H -3.286440 2.351960 0.488477 0.01 -0.79 -0.23
H 5.007033 0.483523 2.571570 0.06 0.09 -0.38
H 4.248842 0.142604 0.956898 0.45 -0.11 -0.20
H 4.048817 1.711837 1.712700 0.18 0.56 -0.10
H 2.454774 -3.632125 0.129005 -0.41 0.52 0.02
H 1.484871 -2.680661 -0.994758 -0.11 0.13 -0.29
H -1.783396 -3.611002 0.323316 -0.26 -0.05 -0.08
H -0.944473 -3.284528 -1.190903 0.10 -0.25 -0.22
H 3.126618 -0.929353 2.802794 -0.87 0.38 -0.37
H 2.820160 0.641990 3.489743 -0.76 0.71 1.15
H -0.693372 2.666522 0.908268 0.01 0.08 -0.09
H -0.749760 1.708641 2.387310 -0.02 0.01 0.07
H 1.513825 2.375711 2.138193 0.13 0.12 0.15
H 1.559302 1.980442 0.413322 -0.07 0.24 -0.01
H 0.175679 -3.475294 1.661001 0.52 -0.16 -0.63
H 0.389935 -4.709594 0.368955 0.03 0.25 0.21
```
Forces are in eV/Å.